[1]
Density functional theory data (the ωB97M-V functional and the def2-TZVPD basis) for a structure of composition C10H30BMnNO5 in a non-equilibrium geometry.

## Properties
Expectation value of S²   8.75
2S+1   6
LUMO level (spin up / spin down)   0.474 / 0.454 eV

Atoms and positions in Å:
Mn  20.24367  -33.08444  14.57415
C  17.45607  -30.47964  16.21203
C  17.87923  -31.82145  16.80583
O  18.88546  -32.44816  16.11920
H  17.08176  -30.47248  15.18142
H  18.32094  -29.80826  16.11596
H  16.72255  -29.98903  16.85843
H  16.97679  -32.44632  16.94764
H  18.20712  -31.62775  17.84451
B  21.63610  -33.49653  12.59816
H  21.27867  -32.39348  12.48894
H  21.66661  -33.74322  13.72230
H  20.83404  -34.15685  12.07628
H  22.69363  -33.56180  12.12413
C  21.20373  -35.08901  18.44507
O  20.52998  -35.65885  17.35651
C  21.36058  -36.07620  16.30606
C  20.53603  -36.23455  15.05005
N  19.57046  -35.14674  14.84681
C  18.74014  -35.44675  13.67780
C  17.82955  -34.21537  13.45374
O  18.67156  -33.13784  13.16229
C  18.22226  -32.19313  12.20827
H  22.02536  -35.70373  18.83361
H  20.49492  -34.91868  19.25126
H  21.63009  -34.12500  18.13228
H  21.77969  -37.05770  16.54990
H  22.20785  -35.40205  16.12340
H  19.98582  -37.17340  15.22178
H  21.17598  -36.38650  14.18294
H  19.00481  -35.09064  15.69387
H  18.06404  -36.29136  13.84441
H  19.30453  -35.49702  12.75060
H  17.16511  -34.09210  14.32014
H  17.08925  -34.53580  12.70672
H  19.09875  -31.63687  11.88772
H  17.45785  -31.54887  12.65919
H  17.72874  -32.66276  11.35387
C  21.59214  -30.39200  15.12674
C  22.68785  -31.44872  15.31430
O  22.01885  -32.63113  15.81731
O  20.59910  -30.88336  14.24067
H  22.03177  -29.45471  14.78118
H  21.17074  -30.22583  16.12153
H  23.38180  -31.04333  16.05076
H  23.22274  -31.70428  14.40046
H  22.64967  -33.06973  16.39659
H  19.97386  -30.18941  14.01219

=====

[2]
Density functional theory data (the ωB97M-V functional and the def2-TZVPD basis) for the ion C26H27F5N3OS with charge +1 in a non-equilibrium geometry.

## Properties
LUMO level   -3.555 eV
Net charge   +1

Atoms and positions in Å:
C  0.20623  1.36315  2.30791
S  0.32053  -0.09087  1.21178
C  1.11198  -1.21573  2.41260
C  -1.49377  -0.85524  1.26146
C  -2.34854  0.31566  1.37198
N  -3.01269  1.27413  1.51949
H  -0.65061  1.98577  2.04900
H  0.15362  1.03172  3.34868
H  1.12888  1.92703  2.12927
H  0.79750  -2.23951  2.20796
H  2.19248  -1.12319  2.26072
H  0.83225  -0.91899  3.42803
H  -1.48778  -1.41949  2.21238
C  -8.63613  0.04671  0.89969
N  -7.42750  -0.59990  1.36051
C  -7.30244  -1.05002  2.64379
O  -8.15620  -0.94350  3.52097
C  -5.90197  -1.65958  2.76928
C  -5.86923  -3.06930  3.33993
C  -6.45185  -3.13615  4.71267
C  -7.67449  -3.76047  4.95243
F  -8.33862  -4.33460  3.91570
C  -8.26117  -3.77170  6.21346
F  -9.46706  -4.34342  6.40228
C  -7.59364  -3.16738  7.28172
F  -8.15116  -3.16545  8.50750
C  -6.34746  -2.57441  7.07998
F  -5.69365  -2.00550  8.11418
C  -5.79727  -2.56181  5.80279
F  -4.59888  -1.94468  5.60584
N  -5.39549  -1.58945  1.40543
C  -4.08910  -1.90829  1.20247
C  -3.35360  -1.86430  0.04942
C  -1.84777  -1.74667  0.12406
C  -1.16041  -1.38466  -1.21423
C  0.14484  -1.84869  -1.43949
C  0.62983  -1.97921  -2.74221
C  -0.18840  -1.62615  -3.81924
C  -1.38568  -0.94448  -3.58247
C  -1.84846  -0.77559  -2.26833
C  -6.26704  -0.81982  0.49856
C  -6.66317  -1.65269  -0.73673
C  -5.65404  0.49464  0.03072
H  -9.35524  0.05203  1.72188
H  -8.43510  1.07830  0.58366
H  -9.06388  -0.49321  0.04520
H  -5.30502  -0.99479  3.42804
H  -6.42717  -3.74117  2.67656
H  -4.82345  -3.39317  3.37301
H  -3.60264  -2.29069  2.11042
H  -3.79714  -2.16542  -0.90277
H  -1.45330  -2.75366  0.37613
H  0.76223  -2.19654  -0.60541
H  1.62028  -2.40514  -2.91047
H  0.11605  -1.87141  -4.83588
H  -1.98544  -0.57993  -4.41711
H  -2.77252  -0.22809  -2.07110
H  -7.14891  -2.58541  -0.40888
H  -7.36081  -1.07005  -1.35632
H  -5.77919  -1.90059  -1.33488
H  -5.22187  1.04621  0.87202
H  -4.84994  0.30324  -0.68915
H  -6.42951  1.10029  -0.45674

=====

[3]
Density functional theory data (the ωB97M-V functional and the def2-TZVPD basis) for the molecule C5H10O2.

## Properties
SMILES   COC(C)(C)C=O
LUMO level   0.902 eV
ΔE to the lowest compared entry with this formula, charge and spin   1.849 eV

Atoms and positions in Å:
C  2.03498  0.02738  -0.33397
O  1.04120  0.05183  0.69062
C  -0.31887  -0.02684  0.22888
C  -0.59792  0.99829  -0.85490
C  -1.33630  0.14151  1.37594
C  -0.33594  -1.48777  -0.21421
O  -0.35604  -1.90539  -1.34626
H  1.82444  -0.66090  -1.16690
H  2.96291  -0.31423  0.12810
H  2.18841  1.02807  -0.75059
H  -0.00927  0.80899  -1.75386
H  -0.35912  2.00006  -0.47474
H  -1.65507  0.98043  -1.12641
H  -1.58571  1.18589  1.59777
H  -2.26745  -0.32006  1.02788
H  -1.05870  -0.34741  2.31612
H  -0.17153  -2.15986  0.65653

=====

[4]
Density functional theory data (the ωB97M-V functional and the def2-TZVPD basis) for a structure of composition C20H25BrN4NaO2.

## Properties
LUMO level   -2.912 eV
Net charge   +1
ΔE to the lowest compared entry with this formula, charge and spin   0.526 eV

Atoms and positions in Å:
Na  -2.49313  0.92612  -0.86418
O  -2.02401  -3.67812  -1.02277
C  -0.91384  -3.70733  -0.25677
C  -0.64821  -4.83578  0.51150
C  0.43471  -4.84407  1.37989
C  1.25713  -3.73090  1.48974
C  1.00126  -2.61207  0.70019
C  -0.07030  -2.58479  -0.18242
C  -0.45896  -1.39918  -1.06692
O  -1.77894  -1.10866  -0.92032
N  0.41460  -0.23343  -0.72045
N  -0.13127  0.98770  -0.92099
C  0.64280  1.97998  -1.12731
C  0.16501  3.35378  -1.21689
Br  -1.57565  3.70447  -0.50736
C  0.86008  4.39637  -1.67318
C  2.18780  4.32719  -2.30884
C  3.13060  5.31075  -2.00602
C  4.38970  5.27950  -2.57977
C  4.71847  4.27665  -3.48264
C  3.77867  3.31231  -3.81546
C  2.51982  3.33750  -3.23419
H  -2.18439  -2.71246  -1.21522
H  -1.30693  -5.68996  0.41870
H  0.64392  -5.72955  1.96687
H  2.10701  -3.74477  2.15954
H  1.64418  -1.74411  0.77956
H  -0.21389  -1.67910  -2.11015
H  1.36196  -0.32032  -1.07988
H  1.72353  1.85613  -1.21456
H  0.43351  5.38653  -1.56205
H  2.87195  6.09887  -1.30905
H  5.11425  6.04269  -2.32928
H  5.69939  4.25817  -3.93830
H  4.02080  2.54722  -4.54113
H  1.77667  2.60765  -3.53087
N  -2.27994  -2.02956  3.37567
C  -2.86587  -2.29645  2.01727
C  -3.55361  -1.03795  1.51323
N  -2.78820  0.18520  1.81950
C  -1.38290  -0.06023  2.12722
C  -1.15150  -1.02084  3.30086
H  -1.92589  -2.89891  3.77355
H  -3.00924  -1.69320  4.00395
H  -3.54531  -3.14292  2.08623
H  -2.02488  -2.56419  1.38233
H  -4.55666  -0.94265  1.93328
H  -3.63456  -1.17060  0.43541
H  -3.23321  0.71832  2.55516
H  -0.89692  0.88847  2.35329
H  -0.90305  -0.45833  1.23870
H  -1.11047  -0.51866  4.26601
H  -0.23612  -1.59248  3.14932

=====

[5]
Density functional theory data (the ωB97M-V functional and the def2-TZVPD basis) for the molecule C5H6O2.

## Properties
SMILES   O=CCC#CCO
LUMO level   0.613 eV
ΔE to the lowest compared entry with this formula, charge and spin   2.845 eV

Atoms and positions in Å:
O  2.12186  0.46846  -1.38669
C  2.07167  0.10055  -0.02381
C  0.74440  -0.30788  0.44663
C  -0.33349  -0.60896  0.90443
C  -1.79457  -0.61263  0.83198
C  -1.78105  0.18414  -0.48428
O  -1.90457  1.38062  -0.54328
H  1.71162  1.33687  -1.48922
H  2.41769  0.91124  0.62996
H  2.74754  -0.74803  0.08885
H  -2.29032  -0.04776  1.62549
H  -2.21722  -1.62200  0.75737
H  -1.49357  -0.43462  -1.35743

=====

[6]
Density functional theory data (the ωB97M-V functional and the def2-TZVPD basis) for a cluster of 3 separate species, C22H25F7O8 in total in a non-equilibrium geometry.

## Properties
SMILES   C=CC1=C(COC(C)=O)C(=O)C=C(CCCF)C1=O.CCOC(=O)C(F)(F)F.CCOC(=O)C(F)(F)F
LUMO level   -0.964 eV

Atoms and positions in Å:
C  0.68406  -2.88177  5.36645
C  1.16664  -1.54499  5.18261
C  0.55944  -0.72875  3.97688
C  1.39200  -0.13588  2.98592
C  2.97966  -0.24302  2.99688
O  3.48462  -0.98000  1.82629
C  2.97522  -2.29178  1.79653
C  2.75895  -2.96439  0.35197
O  2.70824  -2.97609  2.80658
C  0.68008  0.64320  1.77304
O  1.08292  1.73041  1.32198
C  -0.64233  -0.08015  1.21496
C  -1.47353  -0.67686  2.20175
C  -2.81327  -1.48557  1.81871
C  -2.38082  -3.04831  1.86862
C  -1.62898  -3.53364  0.54795
F  -1.61928  -2.54052  -0.50245
C  -1.01916  -0.53177  3.73657
O  -1.82869  -0.25280  4.63271
H  -0.41804  -3.13910  5.46547
H  1.44886  -3.73439  5.42208
H  1.98559  -1.11998  5.86065
H  3.38154  -0.80988  3.90828
H  3.50717  0.76628  2.99712
H  2.34728  -2.23290  -0.41480
H  2.02834  -3.84427  0.40709
H  3.76229  -3.41022  0.05194
H  -0.89674  -0.13607  0.10938
H  -3.60615  -1.32803  2.62424
H  -3.21224  -1.17423  0.80571
H  -1.61198  -3.11736  2.72188
H  -3.25335  -3.72569  2.13418
H  -1.99770  -4.54465  0.14762
H  -0.52283  -3.70927  0.80798
C  -1.33235  -0.20748  -3.10241
C  -0.74202  -1.18187  -4.10061
O  0.46447  -0.65176  -4.66995
C  1.56363  -0.78119  -3.90716
O  1.57009  -1.29415  -2.81969
C  2.78778  -0.22732  -4.62967
F  2.55265  0.97173  -5.19662
F  3.19533  -1.04609  -5.61970
F  3.83928  -0.06216  -3.81145
H  -1.48325  0.77180  -3.56354
H  -2.28928  -0.57305  -2.72535
H  -0.66102  -0.05929  -2.25354
H  -1.44048  -1.33208  -4.92614
H  -0.56071  -2.16115  -3.65045
C  0.20059  4.50817  -0.25517
C  0.08584  4.31738  -1.75423
O  -1.29242  4.23834  -2.15574
C  -1.93838  5.41279  -2.27793
O  -1.43918  6.48571  -2.07043
C  -3.36994  5.18594  -2.75399
F  -3.98560  4.19254  -2.08260
F  -3.41483  4.85075  -4.05941
F  -4.14076  6.27586  -2.61178
H  -0.34269  3.72238  0.27388
H  1.24606  4.48764  0.05697
H  -0.23379  5.46087  0.05654
H  0.54917  3.37048  -2.03914
H  0.60401  5.10760  -2.30350

=====

[7]
Density functional theory data (the ωB97M-V functional and the def2-TZVPD basis) for the molecule C6H14O.

## Properties
SMILES   CCCCCOC
LUMO level   1.110 eV
ΔE to the lowest compared entry with this formula, charge and spin   1.051 eV

Atoms and positions in Å:
C  -3.01471  0.62140  -0.02338
C  -1.77892  -0.12927  0.46318
C  -0.70631  -0.34760  -0.60883
C  0.46474  -1.15022  -0.01675
C  1.89205  -0.86818  -0.52757
O  2.66373  -0.25013  0.48940
C  2.58684  1.15403  0.52909
H  -3.73420  0.77192  0.78938
H  -3.52492  0.07249  -0.82376
H  -2.74372  1.60841  -0.41693
H  -1.31658  0.41767  1.29834
H  -2.07218  -1.10732  0.87138
H  -1.15020  -0.86633  -1.47205
H  -0.36386  0.62835  -0.98522
H  0.23068  -2.22155  -0.07503
H  0.53308  -0.91823  1.05140
H  2.41935  -1.79861  -0.76392
H  1.89097  -0.25378  -1.44249
H  3.38694  1.60563  -0.07331
H  2.71616  1.49042  1.56412
H  1.62107  1.54088  0.17296

=====

Number 1: E -54577.8092 eV. Number 2: E -58331.3787 eV. Number 3: E -9441.1937 eV. Number 4: E -105653.9843 eV. Number 5: E -9374.2505 eV. Number 6: E -58616.1811 eV. Number 7: E -8495.8413 eV.